1.
81
Properties=species:S:1:pos:R:3:forces:R:3:mulliken_charge:R:1 method="wB97M-V/def2-TZVPD" spin_multiplicity=1 charge=-1 e_tot_ha=-3799.55379
Pt -0.0270 0.0506 -0.4510 0.1 -1.2 1.8 0.6862
S 2.7063 -1.1181 -0.0295 -0.4 -0.4 -0.4 -0.5443
P 2.7578 0.7780 0.5218 -0.7 0.7 0.2 1.3836
C 1.1392 1.3156 0.5432 0.5 1.1 0.4 -0.7656
P 0.3350 2.8129 0.8051 0.7 -0.6 -0.3 0.9434
S -1.5963 2.5094 0.5580 -0.3 -0.1 -0.1 -0.5311
C 0.9083 4.0994 -0.3636 -0.1 0.0 0.1 0.1531
C 0.9140 5.4587 -0.0655 0.0 -0.1 -0.1 -0.2325
C 1.3142 6.3754 -1.0287 0.0 0.1 0.1 -0.6324
C 1.6972 5.9398 -2.2881 0.0 0.0 -0.1 -0.6400
C 1.6694 4.5856 -2.5962 0.0 0.0 0.0 -0.5102
C 1.2739 3.6689 -1.6365 0.0 0.1 0.0 -0.1755
C 0.7339 3.4982 2.4549 -0.1 -0.1 0.0 -0.0503
C -0.1388 3.1963 3.4989 0.1 0.1 0.0 -0.6386
C 0.1801 3.5429 4.8032 0.0 0.0 0.0 -0.6581
C 1.3743 4.1983 5.0743 0.0 0.0 0.0 -0.5473
C 2.2392 4.5154 4.0375 0.1 0.0 0.1 -0.9436
C 1.9249 4.1630 2.7336 -0.1 0.0 -0.1 0.4145
C 3.6329 0.9493 2.1155 -0.1 -0.1 -0.1 0.0661
C 5.0212 0.8723 2.1892 -0.1 0.0 0.1 -0.3754
C 5.6486 0.8768 3.4254 0.1 0.0 0.0 -0.6465
C 4.8949 0.9526 4.5899 0.0 0.0 0.0 -0.5520
C 3.5109 1.0206 4.5197 0.0 0.0 0.0 -0.7585
C 2.8828 1.0152 3.2835 0.0 0.0 0.0 0.3047
C 3.7682 1.7908 -0.6193 0.1 -0.2 0.0 0.0859
C 4.2913 3.0239 -0.2381 0.0 -0.1 -0.1 0.0559
C 4.9007 3.8411 -1.1779 0.0 0.1 0.0 -0.8284
C 4.9867 3.4344 -2.5017 0.1 0.0 0.0 -0.6386
C 4.4705 2.2041 -2.8861 0.0 0.0 0.0 -0.4514
C 3.8613 1.3844 -1.9483 0.1 0.1 0.0 -0.7334
H 0.6041 5.7950 0.9163 0.0 0.0 0.0 0.4683
H 1.3245 7.4339 -0.7954 0.0 0.0 0.0 0.3963
H 2.0122 6.6596 -3.0345 0.0 0.0 0.0 0.3756
H 1.9631 4.2479 -3.5825 0.0 0.0 0.0 0.4548
H 1.2429 2.6067 -1.8516 0.0 0.0 0.0 0.1234
H -1.0664 2.6900 3.2592 0.0 0.0 0.0 0.3321
H -0.5029 3.3031 5.6094 0.0 0.0 0.0 0.4287
H 1.6321 4.4597 6.0937 0.0 0.0 0.0 0.3874
H 3.1669 5.0333 4.2498 0.0 0.0 0.0 0.4053
H 2.6055 4.4038 1.9253 0.0 0.0 0.0 0.4006
H 5.6007 0.8040 1.2761 0.0 0.0 0.0 0.4459
H 6.7287 0.8165 3.4857 0.0 0.0 0.0 0.3783
H 5.3908 0.9584 5.5534 0.0 0.0 0.0 0.3767
H 2.9235 1.0809 5.4281 0.0 0.0 0.0 0.4463
H 1.8045 1.0761 3.1977 0.0 0.0 0.0 0.0433
H 4.2142 3.3385 0.7962 0.0 0.0 0.0 0.3812
H 5.3009 4.8036 -0.8820 0.0 0.0 0.0 0.3922
H 5.4538 4.0802 -3.2357 0.0 0.0 0.0 0.3942
H 4.5409 1.8889 -3.9208 0.0 0.0 0.0 0.3758
H 3.4511 0.4175 -2.2193 0.0 0.0 0.0 0.3181
O -1.0575 0.3594 -2.8920 -0.1 -0.2 -0.3 -0.5912
S -1.3098 -1.0685 -2.7964 0.1 0.1 -0.6 0.9180
O -2.4217 -1.5875 -3.5552 -0.1 -0.3 0.2 -0.7593
N -1.3015 -1.4265 -1.2507 0.2 0.8 -0.7 -0.0271
C -1.9479 -2.3567 -0.5064 -0.1 -0.3 0.1 0.7024
C -2.7443 -3.3904 -0.9743 0.1 0.2 -0.1 -0.7720
C -3.3339 -4.2956 -0.0818 0.0 -0.1 0.2 -0.7623
C -3.1518 -4.2055 1.2737 -0.1 -0.1 -0.1 -0.9443
C -2.3559 -3.1641 1.7983 0.1 0.2 -0.2 1.0248
C -2.1295 -2.9709 3.1791 0.1 0.1 0.1 -0.7008
C -1.3716 -1.9173 3.6095 -0.2 -0.2 0.0 -1.0713
C -0.8208 -1.0442 2.6555 0.1 0.2 0.0 0.1545
N -0.9973 -1.2051 1.3728 0.2 0.2 -0.4 0.2162
C -1.7506 -2.2362 0.9162 -0.2 -0.2 0.0 -0.2819
C 0.1687 -1.8580 -3.4252 -0.2 0.2 0.0 0.4202
C 0.1449 -3.2141 -3.7097 0.0 0.0 0.0 -0.4569
C 1.2823 -3.8202 -4.2196 0.0 0.0 0.0 -0.6141
C 2.4280 -3.0681 -4.4423 0.1 0.0 0.0 -0.5899
C 2.4456 -1.7132 -4.1438 0.0 0.0 0.0 -0.5494
C 1.3110 -1.1021 -3.6320 0.0 0.0 0.0 -0.1291
H -2.9199 -3.4683 -2.0387 0.0 0.0 0.0 0.4698
H -3.9528 -5.0909 -0.4807 0.0 0.0 0.0 0.3739
H -3.6170 -4.9131 1.9493 0.0 0.0 0.0 0.3546
H -2.5708 -3.6656 3.8850 0.0 0.0 0.0 0.3958
H -1.1933 -1.7435 4.6621 0.0 0.0 0.0 0.4261
H -0.2242 -0.1903 2.9584 0.0 0.0 -0.1 0.1597
H -0.7613 -3.7800 -3.5326 0.0 0.0 -0.1 0.3218
H 1.2780 -4.8792 -4.4448 0.0 0.0 0.0 0.3835
H 3.3120 -3.5409 -4.8525 0.0 0.0 0.0 0.3698
H 3.3451 -1.1337 -4.3103 0.0 0.0 0.0 0.3795
H 1.2945 -0.0467 -3.3903 0.0 0.0 0.0 0.6152

=====

2.
14
Properties=species:S:1:pos:R:3:forces:R:3:nbo_charge:R:1 method="wB97M-V/def2-TZVPD" spin_multiplicity=1 smiles=C1C[C@@H]2C[C@@H]2O1 e_tot_ha=-270.46863
C -1.5463 -0.1269 -0.5059 -0.3 0.2 0.1 -0.4537
C -0.5626 -0.5877 0.5429 0.1 0.0 0.0 -0.2814
C 0.7441 -0.7473 -0.2571 0.1 -0.2 -0.1 -0.4339
C 1.5720 0.4683 0.1275 0.1 -0.2 -0.1 -0.0613
O 0.5676 1.4907 0.1513 -0.2 0.0 -0.5 -0.5128
C -0.6772 0.8694 0.3543 -0.3 -0.1 0.0 0.1026
H -1.4260 -0.6775 -1.4423 0.1 1.0 -0.1 0.2153
H -2.5924 0.0501 -0.2862 0.0 -0.2 0.3 0.2116
H -0.7997 -1.1545 1.4367 0.1 0.0 -0.1 0.2191
H 0.4077 -0.4951 -1.2698 0.7 -0.6 -0.1 0.2086
H 1.2234 -1.7233 -0.2583 0.1 0.0 0.2 0.2250
H 2.3142 0.7413 -0.6315 -0.1 -0.1 0.1 0.1882
H 2.0904 0.3785 1.0967 -0.3 0.1 -0.1 0.1667
H -1.3151 1.5138 0.9415 -0.1 -0.1 0.1 0.2059

=====

3.
99
Properties=species:S:1:pos:R:3:forces:R:3:mulliken_charge:R:1 method="wB97M-V/def2-TZVPD" spin_multiplicity=1 e_tot_ha=-2673.20451
C 4.5996 -2.0051 1.7318 -1.2 -0.4 0.7 -0.8664
C 4.2478 -0.8298 0.7255 2.7 0.7 -0.9 0.3615
O 5.2219 -0.3065 0.1175 -3.9 -1.0 1.6 -0.5584
O 2.9205 -0.3626 0.4396 2.2 -1.4 0.7 0.1240
C 1.9132 -1.2172 1.0455 -1.0 0.5 1.6 -0.2316
C 0.4235 -0.7424 0.7669 -0.7 -2.2 -1.8 0.0358
C -0.4627 -1.6310 0.1099 1.3 3.2 1.7 0.5387
C -0.2469 -3.0939 -0.4555 -0.2 0.6 0.4 -1.1006
C -1.8042 -0.7854 0.0934 -0.8 -3.8 -1.4 0.4179
O -2.8289 -1.3647 -0.2958 2.4 3.2 1.4 -0.7377
O -1.6350 0.5383 0.5739 0.8 -1.7 0.2 -0.1827
C -0.3284 0.5956 1.1383 2.1 0.3 0.6 0.3771
O 0.0854 1.5517 1.8044 -1.8 -2.9 -2.2 -0.5874
H 3.9053 -2.0423 2.6492 1.0 0.2 -1.5 0.1567
H 4.4832 -3.0410 1.2345 0.2 1.9 0.5 0.3719
H 5.6558 -1.9226 2.1753 -1.6 0.2 -1.2 0.4035
H 2.0626 -1.1441 2.1849 -0.2 -0.4 -1.7 0.2624
H 2.0828 -2.2795 0.6684 -0.6 1.5 0.6 0.1281
H 0.5988 -3.6658 0.0699 -1.4 1.2 -0.7 0.3618
H -1.1845 -3.7239 -0.3329 1.2 1.1 -0.2 0.2606
H 0.0190 -3.0221 -1.5577 -0.4 0.0 1.3 0.3117
O -0.0718 -5.9480 0.0050 0.6 0.0 0.2 -0.6046
H -0.7231 -6.3627 0.5834 0.0 0.0 -0.2 0.3030
H 0.2490 -6.6743 -0.5412 -0.1 0.1 0.1 0.2977
O 1.0077 1.3564 -1.7694 0.0 0.1 0.2 -0.4105
H 1.3580 2.2315 -1.9853 0.1 0.1 0.0 0.3145
H 1.7411 0.9153 -1.3210 -0.1 0.0 -0.1 0.1687
O -1.9764 2.3884 -2.6282 0.0 0.2 0.0 -0.6511
H -1.6239 3.2599 -2.8460 0.0 -0.1 0.0 0.2859
H -1.2433 1.9465 -2.1784 0.1 -0.1 -0.1 0.3371
O 4.8481 -0.5636 4.5081 0.0 0.3 -0.3 -0.5527
H 4.1200 -0.1428 4.9831 0.2 -0.2 0.3 0.2950
H 5.3938 0.1783 4.2107 0.1 -0.1 0.0 0.2788
O -5.4691 -0.2935 -1.0113 0.1 0.0 0.0 -0.6137
H -5.1093 0.5779 -1.2263 -0.2 0.1 0.0 0.2700
H -4.7383 -0.7447 -0.5654 0.0 0.0 -0.1 0.4321
O 3.1117 -2.2294 -2.1560 0.1 0.1 0.0 -0.5787
H 3.2815 -2.2024 -3.1052 -0.1 0.0 0.1 0.2929
H 3.6740 -1.5325 -1.7930 -0.1 0.0 -0.1 0.2433
O -5.5502 2.8567 -1.5218 0.0 0.2 0.0 -0.5800
H -6.2607 3.2999 -1.0424 0.0 -0.2 0.0 0.2998
H -4.9753 3.5768 -1.8070 0.0 -0.2 0.0 0.2865
O -2.3934 2.0237 3.6539 0.2 -0.3 -0.4 -0.6420
H -1.8246 1.8120 2.9006 0.0 0.2 0.1 0.3135
H -2.3621 1.2271 4.2032 -0.3 0.2 0.3 0.3223
O 4.4637 2.8455 -0.9617 -0.1 -0.2 0.0 -0.6589
H 5.0304 2.6499 -1.7182 0.0 0.0 0.1 0.3198
H 4.5330 2.0561 -0.4087 0.1 0.0 -0.1 0.3067
O -2.3246 -7.0856 -0.4620 -0.6 -0.4 -0.4 -0.5974
H -2.8448 -7.8263 -0.7975 0.0 0.1 0.2 0.2940
H -2.4234 -6.4047 -1.1386 0.1 0.0 0.1 0.3183
O -3.9948 0.0660 5.3984 0.3 -0.6 0.0 -0.6653
H -4.5982 0.6854 5.8286 0.1 0.2 -0.3 0.3500
H -4.3250 0.0114 4.4947 -0.1 0.0 0.2 0.3031
O -2.1076 4.9715 3.6707 0.1 -0.1 -0.3 -0.6144
H -2.0065 4.0122 3.5838 -0.1 0.0 0.3 0.3513
H -1.4835 5.3322 3.0311 -0.1 0.1 0.2 0.2866
O 1.0815 4.3815 -1.8374 -0.4 0.1 0.1 -0.6321
H 0.9697 5.3105 -2.0719 0.2 -0.1 -0.1 0.2945
H 0.5345 4.2713 -1.0492 0.1 0.0 0.0 0.2908
O 1.9423 3.8858 3.2671 -0.2 0.0 -0.2 -0.6351
H 1.4187 3.1476 2.9314 0.0 0.0 0.0 0.3816
H 1.8480 4.5663 2.5908 0.1 -0.1 0.1 0.2927
O -8.5721 0.0717 0.0444 0.0 0.0 0.0 -0.6420
H -8.4840 -0.8852 -0.0439 0.0 0.1 -0.1 0.3280
H -7.9463 0.4224 -0.6006 0.0 -0.2 0.1 0.3032
O 4.6081 -4.9602 1.6741 -0.1 -0.6 -0.1 -0.5663
H 3.9711 -5.3877 2.2603 0.1 0.2 0.1 0.2813
H 4.9468 -5.6817 1.1299 0.0 0.1 0.0 0.2470
O -1.9882 0.2778 -4.6390 -0.2 0.0 -0.1 -0.6454
H -2.7286 -0.3178 -4.4742 0.1 0.0 -0.1 0.3052
H -2.2259 1.0865 -4.1598 0.2 0.0 0.1 0.3493
O 7.3830 0.6923 -1.5675 -0.1 -0.2 0.0 -0.6499
H 6.7525 0.2565 -0.9770 0.0 0.1 0.0 0.4401
H 7.7262 -0.0242 -2.1136 0.0 0.1 0.0 0.3166
O -1.0801 0.6237 -7.7689 -0.1 0.1 0.0 -0.6374
H -1.8466 0.9741 -8.2397 0.1 0.1 0.0 0.3225
H -1.3052 0.7400 -6.8362 0.0 -0.2 0.1 0.3168
O 7.2102 1.1792 3.1361 0.0 0.0 -0.2 -0.6090
H 7.0574 1.0759 2.1876 0.0 0.0 0.1 0.3057
H 7.8430 1.9048 3.1930 -0.1 -0.1 0.1 0.2921
O -2.5374 3.1389 -9.0247 0.0 0.2 -0.1 -0.6638
H -2.3565 3.1661 -9.9726 -0.1 -0.1 0.1 0.3259
H -1.9534 3.8128 -8.6560 0.0 -0.2 0.0 0.3175
O -7.2828 -2.4353 -2.0112 0.1 0.0 0.0 -0.6268
H -7.1077 -2.4054 -2.9583 -0.1 0.0 0.1 0.2994
H -6.6899 -1.7648 -1.6420 0.1 0.1 -0.1 0.3423
O -5.6603 3.3768 -9.3321 0.0 0.2 0.3 -0.6345
H -6.2753 3.6825 -8.6554 0.0 -0.1 -0.1 0.3214
H -4.7905 3.4795 -8.9230 0.1 -0.1 -0.2 0.3352
O 5.0228 -3.7027 4.8885 0.3 0.0 0.0 -0.6153
H 5.3461 -2.8192 4.6607 -0.3 0.1 0.1 0.2935
H 5.7689 -4.1160 5.3378 -0.1 0.0 -0.1 0.2904
O 4.0440 -0.3976 7.2862 -0.1 0.2 0.3 -0.5701
H 3.4232 -0.1048 7.9646 0.0 -0.1 -0.1 0.2910
H 4.9104 -0.2637 7.6884 0.0 -0.1 -0.2 0.2994
O -5.1984 2.4490 5.0785 -0.3 0.5 -0.1 -0.6502
H -5.3478 2.3627 4.1294 0.0 0.0 0.1 0.3231
H -4.5418 3.1539 5.1477 0.0 -0.1 0.0 0.3230

=====

4.
41
Properties=species:S:1:pos:R:3:forces:R:3:nbo_charge:R:1 method="wB97M-V/def2-TZVPD" spin_multiplicity=1 smiles="C=C/C=C/CC=C.O.O.O.O.O.O.O.O" e_tot_ha=-884.17343
C -1.7738 -0.5079 -1.9573 -0.1 0.6 0.6 -0.1494
C -1.8291 -1.2715 -3.0324 0.1 -1.0 -0.2 -0.4176
C -0.7371 0.5677 -1.6673 -0.2 -0.7 -1.4 -0.4952
C -0.0765 0.3524 -0.3485 0.6 1.0 0.0 -0.1330
C -0.1937 1.1907 0.6826 0.7 1.0 -0.5 -0.2497
C 0.4720 1.0445 1.9795 -0.3 -0.7 -0.5 -0.2475
C 0.5093 1.9381 2.9676 0.0 -0.4 0.2 -0.3812
H -2.5132 -0.6181 -1.1695 -0.2 -0.1 -0.2 0.2059
H -2.5797 -2.0448 -3.1706 -0.2 0.2 0.3 0.2050
H -1.0651 -1.3354 -3.7996 0.1 0.6 -0.1 0.1750
H -0.0389 0.4658 -2.5158 0.3 0.2 0.5 0.2204
H -1.1712 1.5691 -1.7991 -0.1 -0.2 0.4 0.2220
H 0.6248 -0.4728 -0.3154 -0.2 -0.2 0.2 0.2097
H -0.8023 2.0899 0.5918 0.0 0.0 -0.1 0.2095
H 0.8194 0.0170 2.1191 0.0 0.2 0.5 0.1960
H 0.3462 2.9986 2.8287 -0.5 -0.1 -0.1 0.2033
H 0.6446 1.5800 3.9824 0.7 0.3 -0.1 0.2037
H -3.7283 3.0893 0.6388 0.0 0.3 -0.2 0.4723
H -3.1363 2.9269 1.9622 0.3 0.1 0.1 0.4786
O -3.0812 3.5257 1.2062 -0.2 -0.2 0.1 -0.9467
H 3.1397 1.9716 -0.1961 -0.1 0.1 0.0 0.4759
H 2.3581 2.9484 -1.0741 0.0 -0.1 0.0 0.4813
O 2.8115 2.0997 -1.0935 0.2 0.0 0.0 -0.9540
H 3.2992 -0.0549 -1.4789 -0.2 0.3 -0.2 0.4993
H 2.5761 -1.4502 -1.6211 0.0 0.3 0.0 0.5135
O 3.1860 -0.9157 -1.0780 0.1 -0.5 0.2 -1.0013
H 1.4053 -2.4184 0.9963 0.0 -0.2 0.2 0.5105
H 0.3957 -3.5899 1.0745 0.0 0.0 0.1 0.4886
O 0.4868 -2.6796 0.7775 0.3 0.0 -0.4 -0.9948
H 3.3497 -1.2541 2.0926 0.0 0.0 -0.1 0.4771
H 3.0699 -1.4632 0.5739 0.5 0.2 -0.1 0.5080
O 3.1014 -1.9168 1.4411 -0.3 -0.1 0.0 -0.9867
H -1.0925 -0.4592 2.3893 -0.3 0.1 0.2 0.4694
H -0.6966 -1.4845 1.3447 -0.5 -0.3 0.2 0.4978
O -1.4742 -1.1397 1.8325 -0.2 -0.4 0.0 -0.9817
H 0.8853 -2.3348 -3.1546 0.0 0.0 0.2 0.4809
H 0.3912 -2.5592 -1.7163 0.0 0.1 0.2 0.5056
O 1.1869 -2.4085 -2.2405 0.0 -0.1 -0.4 -0.9628
H -2.7221 1.2706 0.2495 0.1 0.0 0.1 0.4641
H -2.9718 -0.0709 0.9203 0.1 0.2 0.3 0.5049
O -3.3752 0.8039 0.7775 -0.2 -0.3 -0.1 -0.9764